Run 1
This record from OMol25 describes the molecule C2H8N6. The level of theory is the ωB97M-V functional and the def2-TZVPD basis.

ORCA input file:
```
! wB97M-V def2-TZVPD RIJCOSX def2/J DEFGRID3
* xyz 0 1
H 1.6941 1.6288 0.3276
N -0.9489 1.7526 -0.4100
N 0.6812 -1.5634 -0.3022
N -1.6626 -0.6820 -0.1967
H -1.1393 -1.4271 0.4417
H 3.5363 0.3109 -0.8615
C -0.8156 0.4186 -0.0826
N 2.9863 0.0168 -0.0463
H -3.7054 -0.7530 -0.3549
H 1.5509 -1.8835 -0.3409
C 0.6519 -0.2394 -0.0054
H -1.9891 1.8601 -0.2646
N -2.9156 -0.1331 0.1685
N 1.7011 0.5898 0.2613
H 3.6458 0.3927 0.6614
H -3.2711 -0.2889 1.0048
*
```

Its HOMO energy is -9.1 eV. As for the LUMO energy: 0.84 eV. Its SMILES is [H]/N=C(NN)/C(=N/[H])NN. The HOMO-LUMO gap is 9.9 eV.

Run 2
This record from OMol25 describes the molecule C2H8N6. The level of theory is the ωB97M-V functional and the def2-TZVPD basis.

ORCA input file:
```
! wB97M-V def2-TZVPD RIJCOSX def2/J DEFGRID3
* xyz 0 1
H 0.4973 -1.7912 1.5633
N -1.6417 0.0344 0.2696
N -0.5996 -1.7035 1.2752
C 1.1833 0.8708 -0.6291
H 0.6295 2.0299 -2.0039
N 0.7099 0.0818 0.5095
H 3.1341 0.5727 0.0886
H -1.6364 0.5960 -0.6319
N -2.8730 -0.7470 0.2915
H 2.9298 1.5070 -1.3917
C -0.5837 -0.6486 0.5845
H -2.6703 -1.7388 0.2489
N 2.5436 0.7988 -0.7506
H 1.4083 -0.6671 0.7858
H -3.3200 -0.4064 1.2245
N 0.2889 1.2113 -1.4341
*
```

Its HOMO energy is -8.9 eV. As for the LUMO energy: 0.53 eV. Its SMILES is [H]/N=C(\N)N/C(=N\[H])NN. The HOMO-LUMO gap is 9.4 eV.

Run 3
This record from OMol25 describes the molecule C2H8N6. The level of theory is the ωB97M-V functional and the def2-TZVPD basis.

ORCA input file:
```
! wB97M-V def2-TZVPD RIJCOSX def2/J DEFGRID3
* xyz 0 1
H 0.2830 -2.5134 0.1051
C 0.9419 -0.7214 0.1453
H -2.3410 1.2096 -2.1228
N 0.4285 -0.3289 -1.1374
N 2.0052 0.4394 2.1451
N -1.8710 0.1920 -0.0314
H 1.3340 1.2980 0.2517
H 2.8785 -0.1639 2.2135
N -1.3770 0.8771 -2.1199
N 0.7117 -1.8244 0.6838
H 1.3296 -0.0174 2.6891
C -0.9036 0.2776 -1.0156
N 1.5024 0.4347 0.7659
H -2.9085 0.0335 -0.2660
H -1.3111 -0.4382 0.6054
H -0.7027 1.2458 -2.9117
*
```

Its HOMO energy is -8.4 eV. As for the LUMO energy: 0.49 eV. Its SMILES is [H]/N=C(\N=C(N)N)NN. The HOMO-LUMO gap is 8.9 eV.

Most favorable structure: run 2. The second most favorable one is 0.0115 hartree above it.

Run 1
This record from OMol25 describes a structure of composition C3HNO2. The level of theory is the ωB97M-V functional and the def2-TZVPD basis.

ORCA input file:
```
! wB97M-V def2-TZVPD RIJCOSX def2/J DEFGRID3
* xyz 0 1
C 0.2800 -0.3706 -0.3644
O -0.3494 2.0925 -0.6927
C -0.5299 1.1089 -0.1223
N -0.4729 -1.6078 1.1722
C -0.4095 0.2639 0.8511
O 0.3066 -1.6224 0.0256
H 1.1750 0.1356 -0.8695
*
```

Its HOMO energy (alpha / beta) is -9.5 / -9.5 eV. As for the LUMO energy (alpha / beta): -0.86 / -0.86 eV. The HOMO-LUMO gap (alpha / beta) is 8.6 / 8.6 eV.

Run 2
This record from OMol25 describes the molecule C3HNO2. The level of theory is the ωB97M-V functional and the def2-TZVPD basis.

ORCA input file:
```
! wB97M-V def2-TZVPD RIJCOSX def2/J DEFGRID3
* xyz 0 1
N -1.1171 1.1980 -1.7284
O -0.5989 -1.6857 -0.2203
H 0.7369 -0.5949 1.7694
C -0.4164 0.3630 -1.3407
C -0.1389 -0.5804 -0.2588
O 0.9445 1.2234 0.8665
C 0.5900 0.0766 0.9123
*
```

Its HOMO energy is -11.2 eV. As for the LUMO energy: -1.73 eV. Its SMILES is N#CC(=O)C=O. The HOMO-LUMO gap is 9.4 eV.

Run 3
This record from OMol25 describes a cluster of 2 separate species, C3HNO2 in total. The level of theory is the ωB97M-V functional and the def2-TZVPD basis.

ORCA input file:
```
! wB97M-V def2-TZVPD RIJCOSX def2/J DEFGRID3
* xyz 0 1
C -2.1063 1.0719 0.1695
C 0.9411 -1.3116 -0.1808
C 1.7660 -0.2847 -0.3618
O -2.7126 0.9839 1.1915
N 2.6107 0.4525 -0.7047
O -1.5018 1.1022 -0.8210
H 1.0030 -2.0142 0.7073
*
```

Its HOMO energy (alpha / beta) is -10.2 / -10.2 eV. As for the LUMO energy (alpha / beta): -2.30 / -2.32 eV. The HOMO-LUMO gap (alpha / beta) is 7.9 / 7.8 eV.

Most favorable structure: run 2. The second most favorable one is 0.0647 hartree above it.

Run 1
This record from OMol25 describes the molecule C3HNO2. The level of theory is the ωB97M-V functional and the def2-TZVPD basis.

ORCA input file:
```
! wB97M-V def2-TZVPD RIJCOSX def2/J DEFGRID3
* xyz 0 1
O -0.5026 -0.6433 -0.0020
O 0.8593 -1.2373 -1.7471
C -0.9847 1.4904 0.7218
C 0.7397 -1.1697 -0.5780
N -1.5288 2.4810 0.9908
C -0.0181 0.4935 0.3864
H 1.4353 -1.4146 0.2282
*
```

Its HOMO energy is -10.3 eV. As for the LUMO energy: -1.48 eV. The HOMO-LUMO gap is 8.8 eV.

Run 2
This record from OMol25 describes the molecule C3HNO2. The level of theory is the ωB97M-V functional and the def2-TZVPD basis.

ORCA input file:
```
! wB97M-V def2-TZVPD RIJCOSX def2/J DEFGRID3
* xyz 0 1
O 1.1026 -1.1310 0.8064
C -0.0745 0.9338 0.6348
C 0.3413 -0.4602 0.1592
O -0.1519 1.8580 -0.1277
N -0.7566 -1.2966 -2.0762
C -0.2303 -0.9105 -1.1215
H -0.2307 1.0065 1.7251
*
```

Its HOMO energy is -11.1 eV. As for the LUMO energy: -1.69 eV. Its SMILES is N#CC(=O)C=O. The HOMO-LUMO gap is 9.4 eV.

Most favorable structure: run 2. The second most favorable one is 0.0774 hartree above it.

Run 1
This record from OMol25 describes the ion C3H4NO with charge +1. The level of theory is the ωB97M-V functional and the def2-TZVPD basis.

ORCA input file:
```
! wB97M-V def2-TZVPD RIJCOSX def2/J DEFGRID3
* xyz 1 1
H -0.0361 -2.0700 0.3661
N 0.8431 -0.4035 1.0215
H 1.0202 -1.3525 -0.5997
C -0.6150 -0.0404 -0.8321
H -0.9186 -0.0834 -1.8173
O -0.6596 1.1734 -0.2438
C -0.0143 1.4722 0.7903
C 0.2570 -0.9619 -0.0469
H 0.1233 2.2661 1.3619
*
```

Its HOMO energy (alpha / beta) is -15.2 / -15.4 eV. As for the LUMO energy (alpha / beta): -6.54 / -7.15 eV. The HOMO-LUMO gap (alpha / beta) is 8.7 / 8.2 eV.

Run 2
This record from OMol25 describes the ion C3H4NO with charge +1. The level of theory is the ωB97M-V functional and the def2-TZVPD basis.

ORCA input file:
```
! wB97M-V def2-TZVPD RIJCOSX def2/J DEFGRID3
* xyz 1 1
H -1.7237 1.4435 -0.0441
H 0.4159 -2.1446 0.0934
C 1.4946 -0.3271 -0.1021
O 1.9969 0.6651 0.0056
H 0.2467 1.5113 0.2093
C 0.4277 -1.1275 -0.0046
H -1.4597 -0.8489 -0.0671
C -0.7049 1.0463 -0.0451
N -0.6936 -0.2180 -0.0452
*
```

Its HOMO energy is -14.9 eV. As for the LUMO energy: -5.53 eV. Its SMILES is C=[NH+]C=C=O. The HOMO-LUMO gap is 9.4 eV.

Run 3
This record from OMol25 describes the ion C3H4NO with charge +1. The level of theory is the ωB97M-V functional and the def2-TZVPD basis.

ORCA input file:
```
! wB97M-V def2-TZVPD RIJCOSX def2/J DEFGRID3
* xyz 1 1
N 0.6153 -0.3451 0.1885
C -1.7333 -0.3964 -1.0171
H -0.3185 1.1685 1.4277
H 1.1225 -2.0237 -0.7839
C 0.4282 -1.2912 -0.5936
H 1.4238 -0.1089 0.7881
O -1.5412 0.5830 -0.3550
C -0.3218 0.8393 0.3990
H 0.3251 1.5745 -0.0538
*
```

Its HOMO energy is -14.8 eV. As for the LUMO energy: -5.01 eV. The HOMO-LUMO gap is 9.8 eV.

Most favorable structure: run 2. The second most favorable one is 0.1118 hartree above it.